1.
Molecular formula: C8H21NOSi2
Method: DFT, ωB97M-V/def2-TZVPD

Summary:
**DFT total energy**: -27931.744 eV
**LUMO energy**: 0.69 eV
**HOMO energy**: -9.21 eV
**Energy relative to the best compared isomer or geometry (same formula, charge and spin)**: 8.1 kJ/mol
**Gap between HOMO and LUMO**: 9.896 eV
**Maximum force**: 2.79 eV/A

Atoms and positions in Å:
H: -1.25 2.80 1.63
H: 2.16 0.88 -0.92
N: -0.55 0.04 -0.12
H: -2.16 -1.99 -1.49
H: 0.70 -1.10 2.42
H: 1.27 -2.79 0.33
H: 1.72 0.21 2.99
H: 1.24 -0.56 -3.26
H: 3.15 0.98 0.52
H: -1.07 -2.86 -2.70
Si: 0.57 0.99 1.00
O: -2.72 -0.19 -0.88
H: -1.16 -3.18 -0.95
C: -1.16 -2.44 -1.73
C: -1.94 0.09 -0.02
H: -0.41 -0.14 -3.39
H: -0.03 0.38 3.02
C: 2.18 1.28 0.11
H: 2.27 2.40 -0.01
H: -3.02 1.54 0.93
C: 1.58 -2.26 -0.54
H: 0.40 3.43 1.77
H: -0.42 3.18 0.25
Si: 0.10 -1.24 -1.17
H: 2.06 -2.96 -1.28
H: 2.28 -1.50 -0.19
C: -2.53 0.67 1.27
C: 0.42 -0.15 -2.70
C: -0.24 2.72 1.27
H: 0.71 0.87 -2.43
C: 0.82 -0.01 2.52
H: -3.22 -0.02 1.76
H: -1.78 0.94 1.99

2.
Molecular formula: C8H22AlN2O2
Method: DFT, ωB97M-V/def2-TZVPD

Summary:
**DFT total energy**: -22329.821 eV
**LUMO energy**: 3.41 eV
**HOMO energy**: -4.36 eV
**Total charge**: -1
**Gap between HOMO and LUMO**: 7.769 eV
**Maximum force**: 0.50 eV/A

Atoms and positions in Å:
H: 3.15 0.22 1.49
H: -1.84 -0.63 -1.92
H: 1.42 0.08 1.77
C: 2.17 0.21 0.98
H: -0.53 2.91 1.78
O: -2.79 -0.64 -1.72
H: 1.36 -3.07 0.05
H: 0.08 3.42 -2.13
H: -1.77 3.18 0.77
H: 1.51 -0.77 -0.79
H: 2.59 1.56 -0.65
N: -0.22 2.45 -2.09
H: 2.18 2.37 0.85
C: 2.14 -1.03 0.06
H: 3.74 -0.92 -1.44
C: -1.86 -0.21 0.50
H: -2.35 0.64 1.00
C: 1.51 -2.24 0.74
H: -4.48 -0.97 1.10
H: -2.69 -2.06 -0.21
H: 0.40 1.96 -2.74
H: 4.33 -1.05 0.21
H: -5.02 -1.29 -0.56
C: 1.91 1.52 0.22
H: 3.67 -2.46 -0.60
C: -4.33 -0.71 0.05
C: 3.55 -1.38 -0.47
O: -0.77 0.18 -0.26
H: -1.53 -0.89 1.30
H: 2.14 -2.60 1.57
H: -4.54 0.35 -0.08
N: -0.76 3.05 0.80
Al: -0.01 1.80 -0.35
H: 0.53 -1.97 1.15
C: -2.89 -0.99 -0.36

3.
Molecular formula: C8H22CrN2O6P
Method: DFT, ωB97M-V/def2-TZVPD

Summary:
**DFT total energy**: -61627.640 eV
**LUMO energy (alpha / beta)**: 0.00 / -1.90 eV
**HOMO energy (alpha / beta)**: -6.50 / -8.59 eV
**2S+1**: 6
**Gap between HOMO and LUMO (alpha / beta)**: 6.503 / 6.697 eV
**Maximum force**: 6.30 eV/A

Atoms and positions in Å:
H: 2.47 1.09 -3.83
H: 3.59 0.57 1.19
N: -1.11 0.25 0.83
O: 0.68 5.09 1.64
H: 0.09 1.33 -2.85
H: -1.90 0.88 0.76
C: 3.02 -0.35 1.06
H: 1.17 2.10 -2.30
P: 0.65 3.65 1.06
H: -5.25 -1.99 2.23
H: -3.37 -2.04 0.19
H: -1.22 0.03 1.81
H: 3.54 0.58 -1.41
H: -4.14 -2.09 3.64
H: 0.46 -2.05 0.30
C: -1.52 -1.04 0.36
C: -3.01 -1.21 0.79
C: 2.65 -0.03 -1.26
H: 1.30 -0.10 -4.45
H: 0.65 -0.70 -2.18
H: -1.52 -0.91 -0.72
C: -4.40 -1.54 2.75
O: -3.17 -1.72 2.09
H: -0.90 -3.07 0.31
H: 3.06 -1.02 -1.44
H: -4.60 -0.47 2.87
O: 1.55 3.24 -0.11
Cr: 0.51 1.55 0.07
O: 2.11 -0.07 0.07
N: 0.67 1.27 -2.03
H: 2.50 -0.54 1.99
C: 2.03 0.10 -3.67
O: 0.89 2.32 1.87
H: -3.63 -0.33 0.63
H: -0.57 -2.17 1.80
C: 1.44 0.04 -2.29
H: 3.70 -1.16 0.78
O: -0.72 3.24 0.42
C: -0.55 -2.12 0.72
H: 2.83 -0.64 -3.69

4.
Molecular formula: C8H22F9N10O15S3Y
Method: DFT, ωB97M-V/def2-TZVPD

Summary:
**DFT total energy**: -112266.947 eV
**LUMO energy**: -5.56 eV
**HOMO energy**: -8.62 eV
**Energy relative to the best compared isomer or geometry (same formula, charge and spin)**: 1959.9 kJ/mol
**Gap between HOMO and LUMO**: 3.060 eV
**Maximum force**: 7.33 eV/A

Atoms and positions in Å:
H: -3.35 2.39 5.09
C: -2.77 0.97 3.85
O: 1.69 -3.60 -4.83
H: -3.19 6.15 -1.45
H: 0.30 -3.96 4.46
H: 5.63 -1.85 0.74
F: -5.05 -4.64 -0.95
N: -3.27 0.22 4.83
C: 0.55 -3.51 2.49
C: -0.36 -5.37 -4.38
H: 3.58 4.48 -4.25
H: 1.28 -4.86 1.37
F: -0.92 -4.86 -5.45
H: -1.13 0.63 -4.64
O: -1.61 0.86 -3.84
H: -3.20 -0.77 4.64
O: -3.73 -1.82 -1.09
H: -1.86 6.57 0.05
O: 1.92 2.81 -2.20
H: 6.37 -0.64 -0.25
H: -3.10 4.52 -2.23
N: -1.84 5.60 0.34
F: -1.26 -5.66 -3.39
N: 2.87 3.88 -3.86
N: 0.14 -3.29 3.72
O: 1.77 -4.72 -2.75
F: -6.38 -3.41 -0.06
F: 1.38 1.00 5.14
Y: -0.40 0.12 -0.81
H: 5.44 0.47 -1.35
N: -2.87 2.20 4.22
C: 4.55 -0.96 -0.51
N: 4.71 -1.92 0.35
O: -1.88 3.51 -0.43
C: 2.80 3.49 -2.63
N: -2.94 5.17 -1.47
F: 3.40 0.77 4.36
H: 1.00 -5.33 3.10
N: 0.98 -4.68 2.32
H: 3.94 3.74 -0.97
O: 0.15 -2.94 -3.08
H: -2.39 1.30 -4.16
O: 1.09 3.64 3.27
H: 4.22 -2.81 0.35
O: 3.32 3.10 2.49
F: 2.83 2.59 5.49
H: -2.23 2.87 3.82
N: 5.54 -0.19 -0.59
S: -4.86 -2.06 -1.99
H: 4.66 4.26 -2.49
O: 0.42 -2.68 1.59
H: -1.20 5.25 1.04
C: 2.41 1.69 4.61
C: -5.78 -3.63 -1.22
N: 3.90 3.83 -1.98
H: -3.72 0.64 5.64
O: -4.40 -2.41 -3.40
C: -2.24 4.67 -0.48
O: -5.87 -0.99 -2.00
O: 3.45 -0.85 -1.07
F: -6.77 -4.03 -2.07
S: 2.02 2.56 2.98
S: 0.90 -4.03 -3.68
F: 0.29 -6.51 -4.73
H: -0.36 -2.43 3.90
O: -2.26 0.48 2.83
O: 1.50 1.55 2.09
H: 2.18 3.43 -4.45

5.
Molecular formula: C8H22N2
Method: DFT, ωB97M-V/def2-TZVPD

Summary:
**DFT total energy**: -11629.602 eV
**LUMO energy (alpha / beta)**: 0.91 / 0.91 eV
**HOMO energy (alpha / beta)**: -7.64 / -7.64 eV
**Energy relative to the best compared isomer or geometry (same formula, charge and spin)**: 309.2 kJ/mol
**Gap between HOMO and LUMO (alpha / beta)**: 8.542 / 8.544 eV
**Maximum force**: 2.83 eV/A

Atoms and positions in Å:
C: 2.12 0.59 1.78
H: 0.86 1.52 -0.31
H: -1.89 -0.70 -1.93
H: 1.65 -2.20 1.42
H: 2.68 1.44 1.39
C: -3.23 1.13 -0.50
H: 2.80 -0.03 2.36
H: 0.34 -1.98 0.27
H: -0.64 -2.30 2.47
H: 0.38 -1.06 3.20
C: 0.85 -1.52 1.12
H: -0.18 -0.94 -1.82
H: 2.24 -1.20 -1.19
H: -0.44 0.66 0.34
H: -2.92 2.17 -0.63
H: -0.86 0.71 -3.68
H: 1.34 0.96 2.44
C: -0.13 -1.36 2.28
H: -1.47 1.79 -2.45
C: 2.63 -0.58 -0.39
N: -2.13 0.34 -0.02
H: 3.05 0.33 -0.83
H: -4.09 1.12 0.18
H: 0.26 1.43 -2.51
H: -3.62 0.80 -1.50
N: 0.51 0.59 -0.10
H: -2.47 -0.59 0.22
C: -0.95 -0.18 -1.76
C: -0.74 1.01 -2.64
C: 1.51 -0.22 0.61
H: -0.90 -0.61 2.06
H: 3.43 -1.12 0.11

6.
Molecular formula: C8H22N2O2Rb
Method: DFT, ωB97M-V/def2-TZVPD

Summary:
**DFT total energy**: -16378.104 eV
**LUMO energy**: -2.87 eV
**HOMO energy**: -12.46 eV
**Total charge**: +1
**Energy relative to the best compared isomer or geometry (same formula, charge and spin)**: 46.6 kJ/mol
**Gap between HOMO and LUMO**: 9.588 eV
**Maximum force**: 1.52 eV/A

Atoms and positions in Å:
H: 1.94 -4.72 -1.17
C: 2.62 -4.00 -1.61
C: 1.64 -0.66 -2.78
H: -2.38 2.96 1.88
H: 0.59 -0.95 -2.95
H: -2.66 3.46 4.83
C: 2.49 -1.91 -2.80
H: 1.26 1.11 -3.94
H: -3.71 3.96 3.47
N: 1.74 0.02 -1.47
C: -2.16 2.11 2.55
H: 1.89 -0.21 -4.90
H: -1.19 2.29 3.05
C: -2.07 0.84 1.74
C: -1.65 -0.37 2.56
H: 3.18 -4.42 -2.45
H: -0.40 1.63 0.88
H: 3.31 -3.68 -0.82
O: 1.81 -2.89 -2.02
H: 1.58 1.02 -1.57
H: -2.02 -1.27 2.06
H: 2.97 0.73 -3.83
C: 1.98 0.28 -3.93
H: -0.56 -0.35 2.73
H: -4.35 2.95 4.81
H: -3.04 0.61 1.29
H: 2.57 -2.27 -3.83
H: 3.47 -1.66 -2.38
H: 2.68 -0.05 -1.10
O: -3.18 1.96 3.49
N: -1.11 0.96 0.58
C: -3.49 3.15 4.18
H: -1.59 1.51 -0.14
Rb: -0.02 -1.78 0.06
H: -2.11 -0.34 3.54